Model a:
# C6H10N3O

A 2-piece molecular cluster, C6H10N3O overall (wB97M-V/def2-TZVPD, OMol25).

The geometry in ORCA input format:
```
! wB97M-V def2-TZVPD RIJCOSX def2/J DEFGRID3
* xyz 1 1
C 2.4262 -0.9317 -0.7846
C 1.8529 -1.5605 0.2654
C 2.6076 0.5207 -1.0062
C 0.6463 -1.3366 1.1172
C -1.0918 0.4227 0.8180
C 2.9998 1.3866 -0.0668
N -0.1394 -0.3583 1.0560
N 3.4298 2.1566 0.7516
N -4.4463 0.3225 -0.6481
O -1.9071 0.2008 -0.0844
H 2.9424 -1.5338 -1.4399
H 2.2188 -2.6158 0.3927
H 2.4088 0.6762 -2.0537
H 0.3427 -2.1626 1.7892
H -1.1289 1.1880 1.5956
H 4.4470 2.1568 0.9855
H -5.0296 0.6289 0.1009
H -3.3670 0.6321 -0.3291
H -4.6850 0.8291 -1.5746
H -4.5272 -0.6218 -0.8844
*
```

The lowest unoccupied orbital energy is -3.39 eV. For the frontier orbital gap, the calculation gives 8.102 eV.

***

Model b:
# C6H10N3O

An isolated ion of composition C6H10N3O and charge +1 (wB97M-V/def2-TZVPD, OMol25).

The geometry in ORCA input format:
```
! wB97M-V def2-TZVPD RIJCOSX def2/J DEFGRID3
* xyz 1 1
H -3.2571 1.8029 0.0158
N -2.3208 2.1194 0.0998
C -1.2369 1.5679 -0.0502
C 0.1760 2.1424 -0.2063
C 0.9283 0.9794 0.3935
N 0.3203 -0.1005 -0.4422
C 0.4895 -1.5241 0.1141
C -0.8555 -2.1334 -0.1171
C -1.9071 -1.0098 -0.0205
O -3.0886 -0.9716 0.2131
N -1.0972 0.1331 -0.3790
H 0.2293 2.3871 -1.2227
H 0.1222 3.0616 0.3579
H 1.9601 1.1602 0.2145
H 0.7529 0.9145 1.4085
H 0.4819 0.1161 -1.4615
H 0.6224 -1.4962 1.1255
H 1.3508 -2.1452 -0.2734
H -1.2066 -2.9053 0.5786
H -1.0591 -2.3798 -1.0948
*
```

The lowest unoccupied orbital energy is -3.41 eV. For the frontier orbital gap, the calculation gives 10.310 eV. The SMILES is [H]/N=C1/CC[N@H+]2CCC(=O)N12.

***

Model c:
# C6H10N3O

An isolated ion of composition C6H10N3O and charge +1 (wB97M-V/def2-TZVPD, OMol25).

The geometry in ORCA input format:
```
! wB97M-V def2-TZVPD RIJCOSX def2/J DEFGRID3
* xyz 1 1
C 2.2046 -1.2591 0.2725
C 1.1216 -1.5152 0.8911
C 0.0000 -1.3496 1.6102
C -0.8518 -0.1517 1.7111
N -1.8761 -0.0844 2.5710
N -0.6009 0.9038 0.9178
C -0.2709 0.9097 -0.3471
N 0.1182 2.1014 -0.8452
O -0.2659 -0.1371 -1.1664
C -0.0203 0.0637 -2.5252
H 2.1708 -1.2730 -0.8166
H 3.1943 -1.3217 0.7136
H -0.5781 -2.2360 1.9608
H -2.0707 -0.8252 3.2108
H -2.5024 0.6264 2.6320
H 0.0494 2.1545 -1.8278
H -0.0199 2.9488 -0.2914
H -0.7900 0.6389 -3.1110
H 0.1639 -0.8641 -2.9726
H 0.8242 0.6698 -2.5876
*
```

The lowest unoccupied orbital energy is -4.03 eV. For the frontier orbital gap, the calculation gives 9.790 eV. The SMILES is C=C=C/C(N)=N\C(=[NH2+])OC.

***

Most stable structure, least stable structure: model c, model a.

***

Model a:
# C3H10N3O

An isolated ion of composition C3H10N3O and charge +1 (wB97M-V/def2-TZVPD, OMol25).

The geometry in ORCA input format:
```
! wB97M-V def2-TZVPD RIJCOSX def2/J DEFGRID3
* xyz 1 1
C 1.5590 -0.2735 0.1711
C 0.0033 -0.0811 0.2031
N -0.3440 0.9709 1.0589
N -0.7318 -1.5078 0.5980
C -0.6679 0.2720 -1.1749
N -0.3182 1.5184 -1.5749
O -1.4631 -0.5004 -1.6789
H 1.9625 -0.3941 -0.8605
H 1.8211 -1.0465 0.8141
H 2.0877 0.5764 0.4608
H 0.2972 0.8644 1.8676
H -1.2738 0.8519 1.4269
H -0.0132 -2.2044 0.7356
H -1.2244 -1.7909 -0.2431
H -1.1846 -1.3551 1.4633
H 0.1861 2.0967 -0.9339
H -0.6959 2.0033 -2.3331
*
```

The lowest unoccupied orbital energy is -3.41 eV. For the frontier orbital gap, the calculation gives 11.196 eV. The SMILES is C[C@](N)([NH3+])C(N)=O.

***

Model b:
# C3H10N3O

A 2-piece molecular cluster, C3H10N3O overall (wB97M-V/def2-TZVPD, OMol25).

The geometry in ORCA input format:
```
! wB97M-V def2-TZVPD RIJCOSX def2/J DEFGRID3
* xyz 1 1
C 0.6360 1.5537 -0.6536
C 0.2537 -0.8191 -0.9076
C -1.1760 -1.1431 1.9471
N -0.5137 0.5814 -1.3067
N 0.9894 0.8546 0.5295
N 0.9033 -0.5137 0.2755
O -1.7731 -0.7340 0.9647
H 1.4843 1.4186 -1.3822
H 0.3258 2.6875 -0.4075
H -0.5119 -1.6181 -0.9060
H 1.0202 -0.9378 -1.8037
H -1.1669 -2.2028 2.3376
H -0.4505 -0.4536 2.5351
H -0.9186 0.6520 -2.2362
H 0.3367 1.1302 1.2153
H 1.8236 -1.0720 0.4150
H -1.2622 0.6161 -0.6163
*
```

The lowest unoccupied orbital energy is -3.11 eV. For the frontier orbital gap, the calculation gives 10.693 eV.

***

Most stable structure, least stable structure: model a, model b.

***

Model a:
# C3H10N3O

A 2-piece molecular cluster, C3H10N3O overall (wB97M-V/def2-TZVPD, OMol25).

The geometry in ORCA input format:
```
! wB97M-V def2-TZVPD RIJCOSX def2/J DEFGRID3
* xyz 1 1
C 0.8396 -0.9132 -0.5303
C -0.4812 -0.6327 0.4248
C 2.0459 -0.1117 -0.0767
N -0.9032 1.2755 -0.7989
N -1.5419 -1.2183 0.0931
N -0.3060 0.0015 1.5689
O 0.6744 -1.4791 -1.5532
H 2.5430 0.1543 -1.0649
H 2.7018 -0.6405 0.5132
H 1.7052 0.7851 0.3095
H -1.8756 1.3486 -1.3191
H -0.8971 1.9125 -0.0280
H -2.4268 -1.1328 0.6115
H -1.5066 -1.5933 -0.7834
H 0.5946 0.4856 1.7090
H -0.0362 1.5564 -1.2636
H -1.1298 0.2021 2.1879
*
```

The lowest unoccupied orbital energy is -4.03 eV. For the frontier orbital gap, the calculation gives 10.355 eV.

***

Model b:
# C3H10N3O

A 2-piece molecular cluster, C3H10N3O overall (wB97M-V/def2-TZVPD, OMol25).

The geometry in ORCA input format:
```
! wB97M-V def2-TZVPD RIJCOSX def2/J DEFGRID3
* xyz 1 1
O -2.0001 1.2807 -2.0714
C -0.9789 1.2058 -1.4411
C 0.3396 0.7587 -1.9959
H -0.9879 1.5660 -0.3951
H 0.7603 0.0457 -1.2782
H 0.9924 1.6347 -2.1172
H 0.2133 0.2446 -2.9534
N -1.2323 -0.6607 0.1811
C 0.2824 -0.7870 0.8515
N 1.1344 0.2356 1.1471
N 0.1165 -1.5709 2.0783
H -1.4516 -1.6491 0.3400
H -1.4357 -0.2515 1.1105
H 2.1138 -0.0579 1.1589
H 1.0018 0.9735 0.4472
H 0.9339 -2.1650 2.2014
H 0.1979 -0.8029 2.7363
*
```

The lowest unoccupied orbital energy is -7.42 eV. For the frontier orbital gap, the calculation gives 5.730 eV.

***

Model c:
# C3H10N3O

A 2-piece molecular cluster, C3H10N3O overall (wB97M-V/def2-TZVPD, OMol25).

The geometry in ORCA input format:
```
! wB97M-V def2-TZVPD RIJCOSX def2/J DEFGRID3
* xyz 1 1
C 1.1125 0.6749 -0.0417
C -2.1108 0.9922 -0.0403
C 2.9060 -0.7138 0.0772
N 1.2433 1.8864 -0.1662
N -1.2884 -0.0574 0.5051
N -1.7668 -1.3699 -0.0282
O 1.4584 -0.4934 -0.0982
H -2.4674 0.6741 -0.9647
H -2.9752 1.2352 0.7194
H -1.4795 1.8485 -0.0555
H 3.4937 0.1596 0.1792
H 3.4255 -1.0510 -0.8525
H 3.1490 -1.2945 0.8693
H 1.0740 2.6940 0.4092
H -2.7451 -1.4923 0.0065
H -1.7044 -1.6258 -1.0975
H -1.3248 -2.0669 0.5789
*
```

The lowest unoccupied orbital energy (spin up / spin down) is -3.81 / -3.81 eV. For the frontier orbital gap (spin up / spin down), the calculation gives 7.651 / 7.650 eV.

***

Most stable structure, least stable structure: model a, model c.

***

Model a:
# C8H10N2O2

One molecule with the formula C8H10N2O2 (wB97M-V/def2-TZVPD, OMol25).

The geometry in ORCA input format:
```
! wB97M-V def2-TZVPD RIJCOSX def2/J DEFGRID3
* xyz 0 1
C -0.9423 2.2561 0.3803
N -0.9026 0.7998 0.5207
C 0.1835 0.1435 -0.1473
N 1.4282 0.6254 0.3871
C 1.7782 0.5834 1.7214
O 2.9159 0.7268 2.0750
O 0.7685 0.3961 2.5716
C 0.1243 0.3389 -1.7374
C -0.3301 -0.5263 -2.4874
C -0.7130 -1.8772 -2.3951
C -0.5289 -2.2675 -1.1214
C 0.0521 -1.4279 -0.0054
H -1.0783 2.7158 1.3610
H 0.0010 2.6017 -0.0375
H -1.7523 2.5779 -0.2733
H -1.7869 0.3769 0.2703
H 2.2043 0.6916 -0.2534
H -0.0872 0.4739 2.0933
H -1.1179 -2.4993 -3.1735
H -0.7626 -3.2811 -0.8274
H -0.5194 -1.6267 0.9056
H 1.0656 -1.8019 0.1730
*
```

The lowest unoccupied orbital energy is -0.20 eV. For the frontier orbital gap, the calculation gives 9.042 eV. The SMILES is CN[C@]1(NC(=O)O)C#CC=CC1.

***

Model b:
# C8H10N2O2

One molecule with the formula C8H10N2O2 (wB97M-V/def2-TZVPD, OMol25).

The geometry in ORCA input format:
```
! wB97M-V def2-TZVPD RIJCOSX def2/J DEFGRID3
* xyz 0 1
C 3.0516 0.8923 -1.6257
C 1.6987 0.9733 -1.4492
C 1.0149 2.0261 -2.1367
C -0.2868 2.3121 -1.8645
C -1.0584 1.5003 -0.9158
O -2.2339 1.7445 -0.6471
C -0.3448 0.3492 -0.2873
C -1.1055 -0.5852 0.3412
N -0.5193 -1.7928 1.1349
O -1.6512 -2.5215 1.7614
C -1.7475 -2.3500 3.1256
N 1.0031 0.2290 -0.5214
H 3.7443 0.2666 -0.9510
H 3.6546 1.3496 -2.4783
H 1.6817 2.4720 -2.8080
H -0.9411 3.1414 -2.1146
H -2.2294 -0.5467 0.4485
H 0.0411 -2.3380 0.5029
H -2.8327 -2.8120 3.3422
H -1.8214 -1.3795 3.4052
H -0.8073 -2.7278 3.6890
H 1.6892 -0.2030 0.0488
*
```

The lowest unoccupied orbital energy is -0.52 eV. For the frontier orbital gap, the calculation gives 7.317 eV. The SMILES is C=c1ccc(=O)/c(=C/NOC)[nH]1.

***

Most stable structure, least stable structure: model a, model b.

***

Model a:
# C8H10N2O2

One molecule with the formula C8H10N2O2 (wB97M-V/def2-TZVPD, OMol25).

The geometry in ORCA input format:
```
! wB97M-V def2-TZVPD RIJCOSX def2/J DEFGRID3
* xyz 0 1
C -1.8075 1.1033 0.2178
C -0.3768 0.6037 -0.3195
C 0.6256 1.3267 0.4932
O 1.0613 2.4367 0.2944
N 1.1280 0.4730 1.3960
N 2.3418 0.5865 1.9466
C 0.5194 -1.2170 1.1397
C 0.5774 -2.4586 1.7092
C 0.7347 -3.2305 2.7116
O 0.7830 -4.1448 3.4122
C -0.1654 -0.8306 -0.0795
C 0.7106 -1.3847 -1.2787
H -1.9616 0.8080 1.2815
H -2.7757 0.5127 -0.2820
H -1.8707 2.2457 0.0859
H -0.4887 0.8035 -1.3744
H 2.7249 1.4752 1.7931
H 2.3273 0.4288 2.8782
H -1.1459 -1.2953 -0.0572
H 1.0204 -2.4817 -1.1161
H 1.6890 -0.8500 -1.1776
H 0.2656 -1.2855 -2.1783
*
```

The lowest unoccupied orbital energy is -0.91 eV. For the frontier orbital gap, the calculation gives 7.610 eV. The SMILES is C[C@H]1C(=O)N(N)C(=C=C=O)[C@@H]1C.

***

Model b:
# C8H10N2O2

One molecule with the formula C8H10N2O2 (wB97M-V/def2-TZVPD, OMol25).

The geometry in ORCA input format:
```
! wB97M-V def2-TZVPD RIJCOSX def2/J DEFGRID3
* xyz 0 1
C 0.5894 2.1454 0.1022
C 1.5052 0.9564 -0.1091
C 1.1781 -0.2732 0.7883
C 2.3090 -1.1385 0.8526
N 3.1161 -1.9188 0.9242
N 0.0471 -0.9681 0.3590
C -1.2150 -1.0062 0.9980
O -1.3291 -0.3419 2.1912
C -2.0082 -1.9136 0.3547
C -1.2767 -2.3063 -0.8477
C -0.0664 -1.7452 -0.7533
O 1.0677 -1.8442 -1.5674
H 0.7407 2.6823 1.1071
H -0.4465 1.8020 -0.0111
H 0.7153 2.9708 -0.6741
H 1.6171 0.4612 -0.9821
H 2.5004 1.0736 0.2446
H 0.9334 0.0868 1.7681
H -2.2300 -0.4952 2.6767
H -2.9752 -1.9444 0.6305
H -1.5857 -3.1215 -1.4964
H 0.9031 -2.5079 -2.1220
*
```

The lowest unoccupied orbital energy is 0.45 eV. For the frontier orbital gap, the calculation gives 8.262 eV. The SMILES is CC[C@H](C#N)n1c(O)ccc1O.

***

Most stable structure, least stable structure: model b, model a.

***

Model a:
# C3H2N2OS

One molecule with the formula C3H2N2OS (wB97M-V/def2-TZVPD, OMol25).

The geometry in ORCA input format:
```
! wB97M-V def2-TZVPD RIJCOSX def2/J DEFGRID3
* xyz 0 1
H -1.2407 -1.9868 -0.7990
N -0.6006 -1.4109 -1.3069
C -0.2879 -0.5113 -0.4504
N -0.5907 -0.5627 0.9120
C 0.0865 0.4232 1.3865
O 0.7832 1.2374 0.5139
C 0.5376 0.7633 -0.6990
S 1.1325 1.3750 -2.0379
H 0.1802 0.6727 2.4808
*
```

The lowest unoccupied orbital energy is -1.36 eV. For the frontier orbital gap, the calculation gives 8.091 eV. The SMILES is [H]/N=C1\N=COC1=S.

***

Model b:
# C3H2N2OS

One molecule with the formula C3H2N2OS (wB97M-V/def2-TZVPD, OMol25).

The geometry in ORCA input format:
```
! wB97M-V def2-TZVPD RIJCOSX def2/J DEFGRID3
* xyz 0 1
C -2.2158 1.5142 -0.9391
N -1.6133 0.5818 -0.3304
O -0.2337 0.7754 -0.6665
C 0.5176 -0.1080 -0.0196
S 1.8020 -0.9443 -0.5412
C 0.0882 -0.4286 1.2966
N -0.1495 -0.6630 2.3924
H -3.2968 1.3973 -0.9471
H -1.6660 2.2122 -1.5235
*
```

The lowest unoccupied orbital energy is -1.13 eV. For the frontier orbital gap, the calculation gives 8.560 eV. The SMILES is C=NOC(=S)C#N.

***

Model c:
# C3H2N2OS

A 2-piece molecular cluster, C3H2N2OS overall (wB97M-V/def2-TZVPD, OMol25).

The geometry in ORCA input format:
```
! wB97M-V def2-TZVPD RIJCOSX def2/J DEFGRID3
* xyz 0 1
C 1.7102 0.0763 -0.0895
C -0.4496 1.7289 1.4183
C 0.8024 -0.5363 -0.5799
N -0.2031 -0.9436 -1.3221
N 0.2444 1.0605 2.0153
O -2.2648 -2.1851 -1.8293
S -1.2193 -2.0718 -0.8618
H 2.3782 0.6500 0.5644
H -0.9985 2.2212 0.6848
*
```

The lowest unoccupied orbital energy (spin up / spin down) is -1.54 / -1.54 eV. For the frontier orbital gap (spin up / spin down), the calculation gives 7.936 / 7.937 eV.

***

Model d:
# C3H2N2OS

One molecule with the formula C3H2N2OS (wB97M-V/def2-TZVPD, OMol25).

The geometry in ORCA input format:
```
! wB97M-V def2-TZVPD RIJCOSX def2/J DEFGRID3
* xyz 0 1
C 0.2898 -1.2754 0.0261
C 0.5335 -0.7070 -1.1681
C -0.2088 1.4205 0.0514
N -0.1892 -0.7016 1.1259
N -0.5736 0.5861 0.9984
O -0.5132 2.4452 -0.4526
S 0.8118 -0.4637 -2.6919
H 0.6724 -2.2736 0.1975
H -0.8229 0.9694 1.9134
*
```

The lowest unoccupied orbital energy (spin up / spin down) is -1.16 / -1.40 eV. For the frontier orbital gap (spin up / spin down), the calculation gives 6.765 / 6.224 eV.

***

Most stable structure, least stable structure: model a, model d.